[1]
The following is a DFT calculation (wB97M-V/def2-TZVPD) of a molecular structure, C35H30Br2HgN7O3S4.

Geometry as ORCA input:
```
! wB97M-V def2-TZVPD RIJCOSX def2/J DEFGRID3
* xyz -2 2
Hg -1.658 0.749 0.743
O -0.217 -2.724 -3.101
C 0.546 -1.830 -3.748
C 0.966 -2.117 -5.049
C 1.754 -1.220 -5.747
C 2.142 -0.021 -5.158
C 1.730 0.262 -3.865
C 0.933 -0.620 -3.141
C 0.507 -0.333 -1.735
O -0.238 -1.204 -1.147
N 0.960 0.769 -1.200
N 0.499 0.958 0.093
C 1.261 1.723 0.860
C 0.867 2.035 2.173
C 1.697 2.758 3.072
C 1.284 2.977 4.354
C 0.027 2.482 4.773
C -0.742 1.807 3.845
N -0.361 1.586 2.589
H -0.403 -2.272 -2.199
H 0.650 -3.055 -5.491
H 2.067 -1.457 -6.758
H 2.761 0.683 -5.700
H 2.031 1.179 -3.374
H 2.209 2.084 0.470
H 2.656 3.120 2.719
H 1.916 3.525 5.044
H -0.339 2.629 5.780
H -1.725 1.422 4.097
Br -1.938 6.281 -4.936
C -1.713 5.071 -3.483
C -0.704 4.131 -3.525
C -0.583 3.288 -2.425
N -1.382 3.344 -1.367
C -2.353 4.253 -1.350
C -2.558 5.153 -2.397
C -3.240 4.258 -0.153
C -4.599 4.502 -0.293
C -5.386 4.404 0.840
Br -7.244 4.742 0.710
C -4.826 4.055 2.048
C -3.447 3.868 2.077
N -2.662 3.977 1.014
H -0.038 4.044 -4.370
H 0.188 2.523 -2.385
H -3.339 5.898 -2.347
H -5.040 4.701 -1.259
H -5.426 3.883 2.929
H -2.962 3.595 3.007
S -6.508 1.003 1.384
C -4.847 0.811 1.590
S -3.937 0.713 0.074
S -4.040 0.734 3.074
C 3.135 -1.960 -0.642
C 3.357 -2.303 0.825
C 2.339 -1.656 1.762
N 0.944 -1.895 1.407
C 0.006 -2.416 2.195
S -1.602 -2.037 2.126
N 0.447 -3.344 3.171
C 1.092 -4.549 3.012
O 1.346 -5.227 3.994
C 1.463 -5.031 1.641
C 2.602 -5.825 1.549
C 3.029 -6.293 0.317
C 2.306 -5.984 -0.829
C 1.144 -5.231 -0.738
C 0.718 -4.758 0.496
H 3.928 -2.380 -1.265
H 3.100 -0.881 -0.805
H 2.188 -2.371 -0.993
H 4.346 -1.958 1.147
H 3.346 -3.386 0.953
H 2.474 -0.569 1.749
H 2.494 -1.995 2.785
H 0.561 -1.361 0.620
H -0.071 -3.294 4.036
H 3.149 -6.050 2.455
H 3.930 -6.890 0.248
H 2.647 -6.331 -1.796
H 0.579 -4.980 -1.627
H -0.192 -4.175 0.549
*
```

- ΔE to the lowest compared entry with this formula, charge and spin (kcal/mol) = 6.44
- HOMO-LUMO gap (spin up / spin down) (eV) = 4.1 / 5.1
- calculated total energy (eV) = -240959.7301
- <S²> = 0.77
- molecular weight (Da) = 1085.34

These are the Löwdin partial charges, in e, on atoms 1 to 2:
1 Hg 0.857
2 O 0.021

---

[2]
The following is a DFT calculation (wB97M-V/def2-TZVPD) of a molecular structure, C35H30BrFIN6O8Rh.

Geometry as ORCA input:
```
! wB97M-V def2-TZVPD RIJCOSX def2/J DEFGRID3
* xyz 0 1
Rh 0.018 0.894 -0.908
C 1.400 -5.090 0.593
O 0.083 -4.536 0.596
C -0.212 -3.820 1.743
C -0.991 -4.405 2.730
C -1.312 -3.691 3.871
C -0.852 -2.389 4.029
C -0.087 -1.797 3.041
C 0.228 -2.509 1.889
N 1.029 -1.858 0.911
C 0.706 -1.629 -0.352
N -0.220 -2.300 -1.021
C -0.978 -1.649 -2.033
C -1.081 -0.258 -2.089
C -1.888 0.295 -3.081
C -2.588 -0.513 -3.961
C -2.493 -1.900 -3.888
C -1.680 -2.469 -2.922
O -1.506 -3.806 -2.732
C -2.237 -4.683 -3.569
N 1.350 -0.559 -0.936
C 1.943 -0.732 -2.194
C 2.621 -1.883 -2.571
C 3.308 -1.924 -3.777
C 3.334 -0.816 -4.606
C 2.651 0.343 -4.246
C 1.952 0.360 -3.058
O 1.181 1.425 -2.618
C 1.367 2.704 -3.220
H 1.522 -5.598 -0.361
H 1.510 -5.807 1.409
H 2.154 -4.307 0.695
H -1.336 -5.420 2.581
H -1.922 -4.149 4.637
H -1.103 -1.827 4.919
H 0.263 -0.776 3.128
H 1.618 -1.082 1.261
H -0.548 -3.187 -0.655
H -1.983 1.374 -3.156
H -3.226 -0.067 -4.714
H -3.048 -2.517 -4.579
H -1.978 -5.689 -3.249
H -1.957 -4.553 -4.617
H -3.313 -4.531 -3.456
H 2.627 -2.738 -1.906
H 3.838 -2.824 -4.059
H 3.882 -0.843 -5.538
H 2.665 1.204 -4.898
H 0.666 3.376 -2.736
H 1.141 2.653 -4.285
H 2.390 3.045 -3.057
F 0.727 2.761 6.080
C 1.847 2.626 5.361
C 1.874 2.906 4.058
N 3.018 2.791 3.302
C 2.915 2.928 1.859
C 2.020 1.838 1.262
O 1.493 2.166 0.149
O 1.882 0.800 1.914
C 4.190 2.303 3.841
O 5.204 2.122 3.202
N 4.127 2.046 5.200
C 3.036 2.148 6.057
O 3.112 1.860 7.229
H 0.986 3.238 3.536
H 3.919 2.816 1.454
H 2.535 3.915 1.595
H 4.983 1.699 5.609
O -3.369 -0.029 1.215
C -2.245 0.132 0.878
N -1.095 0.300 0.614
Br -2.347 6.883 0.747
C -3.448 5.380 0.428
C -4.815 5.520 0.622
C -5.658 4.443 0.404
C -5.138 3.225 -0.010
C -3.775 3.087 -0.208
C -2.923 4.164 0.010
I -0.873 3.853 -0.224
H -5.209 6.473 0.947
H -6.721 4.558 0.564
H -5.785 2.373 -0.167
H -3.370 2.132 -0.514
*
```

- ΔE to the lowest compared entry with this formula, charge and spin (kcal/mol) = 0.00
- HOMO-LUMO gap (eV) = 7.8
- calculated total energy (eV) = -145972.2389
- molecular weight (Da) = 991.37

These are the Löwdin partial charges, in e, on atoms 1 to 2:
1 Rh 1.046
2 C -0.046

---

[3]
The following is a DFT calculation (wB97M-V/def2-TZVPD) of a molecular structure, C35H30ClNPW.

Geometry as ORCA input:
```
! wB97M-V def2-TZVPD RIJCOSX def2/J DEFGRID3
* xyz 1 3
C 0.334 1.511 1.610
C 1.314 1.643 0.579
C 0.622 2.006 -0.619
H 2.374 1.513 0.696
C -0.760 2.081 -0.306
C -0.939 1.807 1.078
H -1.878 1.750 1.597
H 0.532 1.179 2.614
H 1.063 2.196 -1.581
H -1.551 2.264 -1.013
W 0.000 0.000 0.000
Cl -1.903 -0.848 -1.120
P 1.317 -1.130 -1.482
C 1.471 -0.290 -3.108
C 2.691 -0.138 -3.765
H 3.603 -0.490 -3.305
C 2.746 0.467 -5.013
H 3.701 0.583 -5.509
C 1.584 0.917 -5.622
H 1.629 1.387 -6.596
C 0.364 0.754 -4.980
H -0.548 1.092 -5.453
C 0.306 0.158 -3.730
H -0.646 0.023 -3.236
C 3.033 -1.269 -0.870
C 3.799 -0.123 -0.652
H 3.415 0.847 -0.935
C 5.062 -0.219 -0.092
H 5.651 0.676 0.061
C 5.571 -1.460 0.271
H 6.555 -1.535 0.713
C 4.809 -2.600 0.067
H 5.196 -3.569 0.352
C 3.547 -2.509 -0.502
H 2.958 -3.401 -0.653
C 0.892 -2.848 -1.963
C 1.336 -3.351 -3.186
H 1.888 -2.720 -3.867
C 1.067 -4.663 -3.542
H 1.414 -5.041 -4.495
C 0.346 -5.482 -2.684
H 0.132 -6.506 -2.964
C -0.100 -4.984 -1.470
H -0.668 -5.615 -0.799
C 0.167 -3.672 -1.107
H -0.183 -3.290 -0.164
C -3.679 -4.753 1.898
C -3.297 -4.317 0.645
C -2.457 -3.207 0.492
C -1.937 -2.444 1.599
C -2.370 -2.985 2.874
C -3.212 -4.089 3.011
N -1.038 -1.223 1.591
C -1.015 -0.651 2.905
C -2.165 0.016 3.385
C -2.203 0.537 4.678
C -1.103 0.377 5.520
C 0.032 -0.313 5.073
C 0.078 -0.839 3.773
H -4.331 -5.611 2.005
H -3.654 -4.849 -0.229
H -2.272 -3.061 -0.538
H -2.072 -2.574 3.825
H -3.499 -4.431 3.998
H -3.033 0.128 2.745
H -3.088 1.055 5.024
H -1.137 0.780 6.524
H 0.873 -0.443 5.741
H 0.952 -1.380 3.439
*
```

- ΔE to the lowest compared entry with this formula, charge and spin (kcal/mol) = 0.00
- HOMO-LUMO gap (spin up / spin down) (eV) = 6.1 / 7.3
- calculated total energy (eV) = -61901.9581
- <S²> = 2.47
- molecular weight (Da) = 714.90

These are the Löwdin partial charges, in e, on atoms 1 to 2:
1 C -0.177
2 C -0.208

---

Look up the ΔE to the lowest compared entry with this formula, charge and spin of the first one.
6.44 kcal/mol

---

Number 2 is which compound?
C35H30BrFIN6O8Rh

---

Which value of molecular weight does entry 2 give?
991.37 Da